Here is 2 unconnected molecules or ions with the total composition C5H10N2O2 in a non-equilibrium geometry from OMol25. Energies are from ωB97M-V/def2-TZVPD.

HOMO level (alpha / beta) in eV: -7.26 / -7.26
Relative energy (zero: lowest compared OMol25 entry of this formula, charge and spin) in kJ/mol: 545.03
Orbital gap (alpha / beta) in Eh: 0.2823 / 0.2823
Maximum force in eV Å⁻¹: 1.4
Total energy in Ha: -456.3466

Each line ends with the Löwdin charge.
Positions of all 19 atoms, in Å:
C (-1.085, -0.983, -0.644)  -0.180
C (-0.591, 0.427, 1.908)  -0.023
C (1.149, 0.232, 0.039)  -0.320
C (0.964, -0.981, -0.523)  -0.257
C (-0.049, 0.813, 0.561)  -0.321
N (-0.484, 1.988, 0.060)  0.197
O (2.352, 0.910, 0.182)  0.038
O (-1.173, -0.681, -1.999)  -0.092
N (1.464, -1.749, -1.402)  0.057
H (2.967, 0.560, -0.475)  0.103
H (-0.400, -1.082, -2.430)  0.069
H (-1.238, 2.492, 0.497)  0.117
H (-0.168, 2.276, -0.852)  0.130
H (1.494, -2.728, -1.111)  0.048
H (-1.151, -2.051, -0.414)  0.084
H (-1.906, -0.469, -0.151)  0.072
H (-0.349, -0.609, 2.123)  0.096
H (-0.125, 1.068, 2.664)  0.098
H (-1.673, 0.568, 1.967)  0.084



Here is a molecular structure, C8H15NO4 in a non-equilibrium geometry from OMol25. Energies are from ωB97M-V/def2-TZVPD.

HOMO level in eV: -9.62
Relative energy (zero: lowest compared OMol25 entry of this formula, charge and spin) in kJ/mol: 904.00
Orbital gap in Eh: 0.3460
Maximum force in eV Å⁻¹: 6.8
Total energy in Ha: -669.2219

Each line ends with the Löwdin charge.
Positions of all 28 atoms, in Å:
C (-1.979, -0.883, -0.093)  -0.438
C (-1.653, -0.271, 1.161)  -0.115
C (-0.262, 0.001, 1.664)  -0.252
C (0.600, 1.134, 1.212)  -0.207
C (0.622, 1.457, -0.413)  -0.151
C (1.957, 1.038, -1.421)  -0.204
C (2.338, -0.373, -1.296)  -0.218
C (2.324, -1.109, 0.029)  -0.506
H (-5.258, 0.187, -0.473)  0.273
H (-3.418, -0.844, -1.637)  0.131
H (-2.285, 0.551, 1.492)  0.124
H (-1.903, -1.415, 1.630)  0.228
H (-0.356, 0.219, 2.683)  0.086
H (0.501, -0.816, 1.907)  0.136
H (1.785, 0.808, 1.204)  0.125
H (0.528, 2.191, 1.829)  0.147
H (-0.405, 0.914, -0.683)  0.097
H (0.547, 2.628, -0.523)  0.103
H (2.781, 1.984, -0.952)  0.190
H (1.814, 1.066, -2.571)  0.113
H (1.606, -1.049, -2.196)  0.198
H (3.391, -0.523, -1.635)  0.124
H (0.615, -2.104, -0.396)  0.166
N (-3.505, -0.964, -0.565)  0.014
O (-3.996, 0.511, -0.375)  -0.247
O (-1.122, -1.519, -0.674)  0.038
O (1.482, -2.126, 0.264)  0.047
O (3.251, -0.694, 0.829)  -0.002



Here is C4H5N3S in the gas phase in a non-equilibrium geometry from OMol25. Energies are from ωB97M-V/def2-TZVPD.

HOMO level in eV: -8.26
SMILES: [H]/N=c1/cccnn1S
Relative energy (zero: lowest compared OMol25 entry of this formula, charge and spin) in kJ/mol: 230.71
Orbital gap in Eh: 0.3045
Maximum force in eV Å⁻¹: 2.5
Total energy in Ha: -717.8058

Each line ends with the Löwdin charge.
Positions of all 13 atoms, in Å:
H (-0.747, -2.420, -0.106)  0.011
N (-1.387, -1.645, -0.301)  0.111
C (-0.899, -0.501, -0.271)  -0.506
C (-1.668, 0.657, -0.643)  -0.001
C (-1.154, 1.921, -0.572)  -0.059
C (0.186, 2.091, -0.166)  -0.158
N (0.956, 1.099, 0.219)  0.026
N (0.428, -0.169, 0.136)  -0.446
S (1.457, -1.451, 0.660)  0.827
H (-2.695, 0.439, -0.958)  0.121
H (-1.718, 2.751, -0.967)  0.102
H (0.661, 3.061, -0.044)  0.106
H (2.418, -0.619, 1.051)  -0.134



Here is a molecular structure, C4H18AlN8O6 in a non-equilibrium geometry from OMol25. Energies are from ωB97M-V/def2-TZVPD.

HOMO level in eV: -11.76
Net charge: +1
Relative energy (zero: lowest compared OMol25 entry of this formula, charge and spin) in kJ/mol: 212.21
Orbital gap in Eh: 0.1726
Maximum force in eV Å⁻¹: 2.6
Total energy in Ha: -1294.8440

Each line ends with the Löwdin charge.
Positions of all 37 atoms, in Å:
Al (0.942, 0.635, -0.751)  1.363
O (1.199, 3.510, -0.809)  -0.242
H (1.255, 3.524, -1.778)  -0.051
O (2.670, -1.494, -0.659)  -0.299
H (3.144, -2.317, -0.844)  -0.039
C (-0.853, -1.615, 2.079)  -0.674
O (-0.440, -1.140, 1.004)  -0.061
N (-0.984, -2.917, 2.309)  0.191
N (-1.109, -0.805, 3.144)  0.178
H (-0.610, -3.500, 1.578)  0.121
H (-1.469, -3.248, 3.122)  0.115
H (-1.156, 0.149, 2.819)  0.113
H (-1.671, -1.224, 3.865)  0.106
C (4.346, 2.318, 0.336)  -0.651
O (3.425, 1.487, 0.295)  -0.065
N (5.640, 2.010, 0.567)  0.178
N (4.093, 3.637, 0.428)  0.167
H (6.191, 2.844, 0.646)  0.100
H (6.006, 1.079, 0.635)  0.120
H (3.125, 3.918, 0.442)  0.087
H (4.830, 4.238, 0.744)  0.104
C (-2.899, 1.207, 0.173)  -0.674
O (-1.671, 1.274, -0.012)  -0.074
N (-3.434, 0.057, 0.631)  0.184
N (-3.722, 2.213, -0.056)  0.191
H (-4.328, 0.009, 1.086)  0.110
H (-2.796, -0.718, 0.709)  0.083
H (-4.689, 2.160, 0.209)  0.117
H (-3.237, 3.076, -0.249)  0.129
C (-1.403, -2.130, -2.402)  -0.670
O (-1.154, -1.130, -1.730)  -0.048
N (-2.254, -2.120, -3.448)  0.172
N (-0.854, -3.338, -2.185)  0.178
H (-2.581, -1.206, -3.713)  0.116
H (-2.432, -2.930, -4.011)  0.108
H (-0.211, -3.355, -1.408)  0.106
H (-0.908, -4.155, -2.763)  0.111



> Which value of maximum force does entry 3 give?

2.5 eV Å⁻¹



> What is the relative energy (zero: lowest compared OMol25 entry of this formula, charge and spin) in the first record?

545.03 kJ/mol



Copy entry 2 word for word.
Here is a molecular structure, C8H15NO4 in a non-equilibrium geometry from OMol25. Energies are from ωB97M-V/def2-TZVPD.

HOMO level in eV: -9.62
Relative energy (zero: lowest compared OMol25 entry of this formula, charge and spin) in kJ/mol: 904.00
Orbital gap in Eh: 0.3460
Maximum force in eV Å⁻¹: 6.8
Total energy in Ha: -669.2219

Each line ends with the Löwdin charge.
Positions of all 28 atoms, in Å:
C (-1.979, -0.883, -0.093)  -0.438
C (-1.653, -0.271, 1.161)  -0.115
C (-0.262, 0.001, 1.664)  -0.252
C (0.600, 1.134, 1.212)  -0.207
C (0.622, 1.457, -0.413)  -0.151
C (1.957, 1.038, -1.421)  -0.204
C (2.338, -0.373, -1.296)  -0.218
C (2.324, -1.109, 0.029)  -0.506
H (-5.258, 0.187, -0.473)  0.273
H (-3.418, -0.844, -1.637)  0.131
H (-2.285, 0.551, 1.492)  0.124
H (-1.903, -1.415, 1.630)  0.228
H (-0.356, 0.219, 2.683)  0.086
H (0.501, -0.816, 1.907)  0.136
H (1.785, 0.808, 1.204)  0.125
H (0.528, 2.191, 1.829)  0.147
H (-0.405, 0.914, -0.683)  0.097
H (0.547, 2.628, -0.523)  0.103
H (2.781, 1.984, -0.952)  0.190
H (1.814, 1.066, -2.571)  0.113
H (1.606, -1.049, -2.196)  0.198
H (3.391, -0.523, -1.635)  0.124
H (0.615, -2.104, -0.396)  0.166
N (-3.505, -0.964, -0.565)  0.014
O (-3.996, 0.511, -0.375)  -0.247
O (-1.122, -1.519, -0.674)  0.038
O (1.482, -2.126, 0.264)  0.047
O (3.251, -0.694, 0.829)  -0.002



> Look up the total energy of the third one.

-717.8058 Ha